No. 1
One molecule with the formula C15H19N3O4S in a non-equilibrium geometry, computed with the ωB97M-V functional and the def2-TZVPD basis.

## Properties
HOMO: -9.04 eV
Maximum force: 4.7 eV Å⁻¹
Electronic energy: -39354.112 eV
Structure (SMILES): C[C@@](O)(CN(C1CC1)S(=O)(=O)c1ccc(O)cc1)c1ccn[nH]1
Energy above the lowest of the compared OMol25 structures with the same formula, charge and spin: 577.65 kJ/mol

```
! RIJCOSX wB97M-V def2-TZVPD def2/J DEFGRID3
* xyz 0 1
C -2.563 2.467 -0.100
C -1.334 1.747 0.427
O -1.384 1.945 1.849
C -1.392 0.240 -0.041
N -0.923 -0.493 1.227
C 0.533 -0.601 1.428
C 1.530 0.441 1.913
C 0.990 -0.458 2.912
S -1.769 -1.864 1.549
O -1.154 -2.640 2.675
O -3.057 -1.280 1.969
C -1.894 -2.765 -0.045
C -3.111 -2.814 -0.689
C -3.354 -3.360 -1.909
C -2.273 -4.032 -2.542
O -2.477 -4.514 -3.808
C -1.073 -4.140 -1.851
C -0.834 -3.508 -0.607
C -0.149 2.484 -0.146
C 0.397 2.229 -1.468
C 1.485 3.203 -1.507
N 1.595 3.934 -0.417
N 0.515 3.535 0.369
H -2.433 3.536 -0.025
H -3.582 2.329 0.318
H -2.604 2.309 -1.198
H -1.446 1.085 2.247
H -2.529 0.011 -0.127
H -0.746 -0.033 -0.889
H 1.069 -1.270 0.729
H 2.663 0.212 1.736
H 1.323 1.497 1.845
H 1.635 -1.253 3.333
H 0.194 -0.200 3.722
H -3.917 -2.221 -0.305
H -4.268 -3.092 -2.329
H -3.362 -4.222 -3.991
H -0.092 -4.556 -2.273
H 0.185 -3.515 -0.149
H 0.230 1.636 -2.334
H 2.221 3.253 -2.331
H 0.193 3.990 1.236
*
```

---

No. 2
C5H11NO as an isolated structure, computed with the ωB97M-V functional and the def2-TZVPD basis.

## Properties
HOMO (alpha / beta): -6.94 / -7.95 eV
Maximum force: 1.0 eV Å⁻¹
Electronic energy: -8894.244 eV
Energy above the lowest of the compared OMol25 structures with the same formula, charge and spin: 719.18 kJ/mol

```
! RIJCOSX wB97M-V def2-TZVPD def2/J DEFGRID3
* xyz 0 1
C 1.223 -0.644 0.927
C -0.372 0.292 1.531
N -0.668 0.628 0.200
C -2.044 0.673 0.076
C -0.084 -0.474 -0.488
C 0.636 -0.163 -1.777
O 1.345 1.046 -1.668
H 1.465 -0.637 2.006
H 1.961 0.007 0.453
H 1.401 -1.694 0.658
H -0.917 -0.565 1.944
H -0.191 1.104 2.242
H -2.632 -0.176 0.429
H -2.537 1.516 -0.397
H -0.655 -1.412 -0.451
H 1.351 -0.967 -1.994
H -0.084 -0.135 -2.610
H 0.800 1.600 -1.083
*
```

---

No. 3
A 2-piece molecular cluster, C5H12N3 overall in a non-equilibrium geometry, computed with the ωB97M-V functional and the def2-TZVPD basis.

## Properties
HOMO: -12.89 eV
Maximum force: 3.7 eV Å⁻¹
Electronic energy: -9839.528 eV
Energy above the lowest of the compared OMol25 structures with the same formula, charge and spin: 451.91 kJ/mol

```
! RIJCOSX wB97M-V def2-TZVPD def2/J DEFGRID3
* xyz 1 1
C 0.048 -0.909 2.249
C -0.869 -1.302 1.579
C 0.969 0.255 -0.526
C 0.865 -0.579 3.398
C -1.731 0.282 -2.986
N 0.095 0.750 -1.369
N 1.570 1.098 0.322
N -0.496 -0.104 -2.343
H -0.236 1.762 -1.372
H -1.399 -1.631 0.791
H 1.178 -0.857 -0.405
H 1.767 -1.166 3.411
H 0.309 -1.015 4.322
H 1.037 0.453 3.499
H -1.839 -0.225 -3.908
H -2.610 0.076 -2.431
H -1.862 1.339 -3.208
H 1.935 0.750 1.208
H 1.250 1.990 0.291
H 0.020 -0.967 -2.521
*
```